{"formula": "C45H63N3P2S5SbSiTi", "method": "ωB97M-V/def2-TZVPD", "species": ["Ti", "C", "S", "C", "S", "N", "N", "C", "C", "C", "C", "C", "C", "N", "H", "H", "H", "H", "H", "H", "H", "H", "C", "Si", "C", "C", "C", "C", "C", "C", "P", "C", "C", "C", "C", "C", "C", "C", "C", "C", "C", "C", "C", "C", "C", "C", "C", "C", "C", "P", "C", "C", "C", "C", "C", "C", "C", "C", "C", "C", "C", "C", "H", "H", "H", "H", "H", "H", "H", "H", "H", "H", "H", "H", "H", "H", "H", "H", "H", "H", "H", "H", "H", "H", "H", "H", "H", "H", "H", "H", "H", "H", "H", "H", "H", "H", "H", "H", "H", "H", "H", "H", "H", "H", "H", "H", "H", "H", "H", "H", "H", "H", "H", "H", "H", "H", "H", "S", "Sb", "S", "S"], "coordinates": [[0.0196, 0.3149, 0.0072], [0.7363, 5.4996, 2.0196], [1.2051, 4.9310, 0.3739], [0.9933, 3.1614, 0.6150], [-0.5155, 2.5388, 1.2340], [2.0040, 2.4718, 0.2520], [1.8757, 1.0619, 0.3420], [3.1220, 0.5418, 0.3514], [3.4807, -0.7970, 0.5956], [4.8508, -1.1712, 0.5060], [5.2207, -2.4738, 0.6985], [4.2384, -3.4363, 0.9940], [2.9254, -2.9925, 1.0865], [2.5381, -1.7368, 0.8991], [0.6778, 6.5893, 1.9814], [-0.2380, 5.0900, 2.2863], [1.4786, 5.1997, 2.7609], [3.9235, 1.2502, 0.1788], [5.5860, -0.4114, 0.2638], [6.2634, -2.7607, 0.6159], [4.4825, -4.4794, 1.1416], [2.1277, -3.6959, 1.3279], [0.1354, -3.9140, -1.2861], [-0.6178, -2.2351, -0.7573], [-2.0426, -1.9287, -2.0003], [-2.1528, -2.8254, -3.0719], [-3.0399, -2.6214, -4.1213], [-3.8541, -1.5006, -4.1160], [-3.7846, -0.6090, -3.0550], [-2.8943, -0.8044, -1.9995], [-2.8526, 0.2356, -0.4821], [-4.4815, -0.4132, 0.2483], [-4.4390, -1.9027, 0.5984], [-5.6915, -2.3563, 1.3549], [-6.9711, -2.0312, 0.5876], [-7.0076, -0.5546, 0.1977], [-5.7490, -0.1655, -0.5834], [-3.3193, 2.0251, -0.7275], [-4.0704, 2.5876, 0.4921], [-3.9820, 4.1136, 0.4762], [-4.5469, 4.6812, -0.8273], [-3.8309, 4.0832, -2.0402], [-3.8997, 2.5523, -2.0422], [-1.2670, -2.9616, 0.9977], [-1.9403, -4.2040, 0.8940], [-2.3645, -4.9410, 1.9846], [-2.1114, -4.4613, 3.2557], [-1.4970, -3.2245, 3.3875], [-1.0872, -2.4605, 2.2891], [-0.6429, -0.6490, 2.5017], [-1.8509, -0.1776, 3.8575], [-3.2927, -0.6492, 3.6538], [-4.0791, -0.5654, 4.9706], [-3.6695, 0.6594, 5.8067], [-3.1831, 1.7679, 4.8802], [-1.8952, 1.3458, 4.1460], [0.9439, -0.6028, 3.4987], [1.5445, 0.8095, 3.6430], [2.8436, 0.7068, 4.4423], [2.5708, 0.3035, 5.9085], [1.2346, -0.4396, 6.0382], [1.0131, -1.3740, 4.8471], [-0.5170, -4.7917, -1.2116], [1.0065, -4.0905, -0.6409], [0.5037, -3.8209, -2.3084], [-1.4925, -3.6838, -3.1139], [-3.0680, -3.3188, -4.9528], [-4.5359, -1.3086, -4.9384], [-4.4284, 0.2597, -3.0680], [-4.6021, 0.1422, 1.1810], [-3.5536, -2.1312, 1.1792], [-4.3517, -2.4795, -0.3310], [-5.7276, -1.8489, 2.3265], [-5.6305, -3.4295, 1.5618], [-7.8519, -2.2936, 1.1819], [-7.0079, -2.6384, -0.3251], [-7.0763, 0.0600, 1.1059], [-7.9010, -0.3422, -0.3986], [-5.8213, 0.8693, -0.9104], [-5.7034, -0.7816, -1.4843], [-2.3333, 2.4802, -0.6596], [-3.6262, 2.2106, 1.4210], [-5.1246, 2.2890, 0.4888], [-2.9248, 4.3910, 0.5670], [-4.5052, 4.5360, 1.3419], [-4.4645, 5.7730, -0.8317], [-5.6176, 4.4424, -0.8911], [-2.7749, 4.3786, -2.0202], [-4.2593, 4.4758, -2.9677], [-3.3195, 2.1612, -2.8776], [-4.9445, 2.2478, -2.1773], [-2.1759, -4.5828, -0.0949], [-2.8981, -5.8761, 1.8432], [-2.4184, -5.0160, 4.1360], [-1.4034, -2.8230, 4.3858], [-1.4643, -0.6885, 4.7465], [-3.3421, -1.6626, 3.2768], [-3.7574, -0.0115, 2.9019], [-3.9165, -1.4836, 5.5451], [-5.1497, -0.5216, 4.7496], [-2.8581, 0.3932, 6.4929], [-4.5029, 0.9973, 6.4274], [-2.9977, 2.6895, 5.4370], [-3.9728, 1.9993, 4.1557], [-1.0403, 1.6300, 4.7580], [-1.8019, 1.9089, 3.2220], [1.6020, -1.1068, 2.8031], [0.8725, 1.5105, 4.1392], [1.7341, 1.2248, 2.6599], [3.3871, 1.6539, 4.4022], [3.4829, -0.0380, 3.9568], [2.5627, 1.1893, 6.5516], [3.3769, -0.3400, 6.2758], [0.4109, 0.2829, 6.0828], [1.2029, -1.0023, 6.9760], [0.1320, -1.9805, 5.0299], [1.8473, -2.0841, 4.8000], [0.1697, -0.1421, -5.2365], [1.1941, 0.6509, -3.3499], [-0.5462, 1.5902, -1.9720], [1.1762, -1.1983, -1.6050]], "atomic_forces_ev_per_a": [[-1.212, -0.280, -0.392], [-0.065, 0.034, 0.003], [0.018, -0.209, 0.028], [-0.216, 0.114, 0.006], [0.443, -0.027, -0.150], [0.121, -0.344, 0.099], [1.077, 0.736, 0.173], [-0.232, -0.062, 0.065], [-0.059, -0.070, -0.081], [0.049, 0.012, -0.009], [-0.018, -0.064, 0.005], [-0.046, 0.100, -0.027], [0.016, 0.153, 0.026], [-0.048, -0.048, 0.459], [0.008, -0.052, 0.010], [0.016, 0.023, 0.024], [-0.045, 0.014, -0.002], [0.041, 0.024, -0.003], [-0.021, -0.030, 0.017], [0.001, -0.003, 0.002], [-0.001, -0.006, 0.003], [0.063, 0.058, 0.016], [0.143, -0.178, 0.060], [-0.112, 0.428, 0.708], [-0.161, -0.058, -0.064], [-0.016, 0.070, -0.025], [0.028, 0.023, 0.087], [0.026, -0.020, 0.041], [0.034, 0.050, -0.023], [0.118, -0.029, -0.044], [-0.378, -0.435, -0.030], [-0.069, -0.073, -0.014], [-0.098, 0.030, -0.089], [0.047, 0.077, -0.034], [0.043, 0.030, -0.025], [0.068, -0.002, 0.041], [-0.010, -0.065, 0.049], [-0.089, 0.074, 0.010], [0.033, 0.032, -0.077], [0.047, 0.040, -0.053], [0.035, -0.083, 0.011], [0.044, -0.013, 0.035], [-0.051, 0.086, 0.123], [-0.289, -0.637, -0.495], [0.128, 0.208, -0.059], [-0.032, -0.053, -0.301], [0.168, 0.304, 0.266], [-0.111, -0.208, 0.201], [-0.032, 0.474, 0.178], [0.385, -0.496, -0.071], [-0.274, 0.197, -0.056], [-0.003, 0.132, 0.036], [0.070, 0.009, 0.028], [0.034, -0.023, -0.053], [0.009, -0.044, -0.038], [-0.092, -0.163, 0.121], [-0.094, -0.106, 0.074], [0.043, -0.072, 0.132], [-0.039, -0.025, 0.049], [-0.032, -0.006, -0.087], [-0.004, 0.049, -0.073], [0.094, 0.136, -0.014], [0.070, 0.122, -0.008], [-0.109, 0.003, -0.128], [0.037, -0.045, 0.038], [-0.074, 0.046, 0.008], [0.008, 0.045, 0.051], [0.043, -0.003, 0.032], [0.036, -0.020, 0.013], [-0.030, 0.045, 0.059], [0.072, -0.031, 0.083], [0.032, 0.008, 0.027], [0.032, 0.016, 0.041], [0.011, 0.020, 0.000], [-0.011, -0.016, 0.000], [0.010, 0.016, 0.010], [-0.001, -0.021, -0.029], [0.005, 0.007, 0.004], [0.001, 0.057, 0.000], [0.003, -0.001, -0.027], [0.098, 0.065, -0.005], [0.028, -0.007, -0.029], [-0.015, -0.032, 0.020], [-0.065, 0.002, 0.008], [-0.009, -0.016, -0.038], [0.009, -0.021, -0.016], [0.000, 0.010, 0.013], [-0.052, -0.023, -0.007], [0.007, 0.013, 0.006], [0.031, -0.002, -0.008], [-0.005, -0.032, -0.015], [0.039, 0.011, 0.033], [0.025, 0.026, -0.019], [0.003, 0.037, -0.007], [0.014, -0.001, 0.067], [-0.040, 0.013, 0.044], [-0.029, -0.115, -0.074], [-0.013, 0.044, -0.031], [-0.011, 0.018, 0.009], [-0.005, -0.007, -0.024], [0.000, 0.000, -0.009], [-0.012, -0.002, 0.012], [0.000, 0.014, -0.017], [0.029, -0.015, 0.024], [0.077, -0.004, 0.030], [0.005, 0.030, -0.045], [0.226, -0.188, -0.195], [-0.082, 0.005, 0.011], [-0.001, 0.002, -0.067], [0.002, -0.013, 0.004], [-0.002, 0.008, 0.012], [-0.012, -0.010, -0.017], [0.005, 0.018, -0.014], [0.038, -0.040, -0.006], [-0.004, -0.004, -0.001], [-0.048, -0.034, -0.029], [-0.015, 0.027, 0.002], [-0.036, -0.052, -0.044], [-0.045, -0.160, 0.050], [-0.027, 0.225, -0.099], [0.251, 0.226, -0.498]], "energy_ha": -5969.8508, "homo_lumo_gap_ev": [4.7, 4.7], "s2": 0.7789, "charge": -2, "homo_energy_ev": [-0.79, -0.74], "spin_multiplicity": 2}

***

{"formula": "C25H19Cl2N4NaS", "method": "ωB97M-V/def2-TZVPD", "species": ["Na", "C", "N", "C", "C", "C", "C", "C", "N", "C", "C", "C", "C", "C", "C", "H", "H", "H", "H", "H", "H", "H", "H", "H", "H", "H", "S", "C", "N", "C", "C", "C", "C", "C", "C", "H", "H", "H", "H", "H", "Cl", "C", "C", "C", "C", "C", "Cl", "C", "N", "H", "H", "H"], "coordinates": [[-0.6535, 0.0382, 0.0092], [0.0037, -0.5757, 3.5069], [0.0570, 0.2292, 2.3021], [0.0125, 1.5007, 2.4574], [-0.0340, 2.4867, 1.4271], [0.0734, 3.8769, 1.6408], [-0.0925, 4.4760, 0.3957], [-0.3131, 3.4152, -0.5009], [-0.2643, 2.2248, 0.1016], [1.3329, -0.6961, 4.2218], [2.5211, -0.7607, 3.4994], [3.7394, -0.9016, 4.1453], [3.7902, -0.9798, 5.5315], [2.6132, -0.9105, 6.2623], [1.3953, -0.7670, 5.6099], [-0.3151, -1.5798, 3.2101], [-0.7387, -0.1916, 4.2182], [-0.0240, 1.9228, 3.4766], [0.2735, 4.3656, 2.5859], [-0.0831, 5.5317, 0.1621], [-0.5306, 3.4839, -1.5608], [2.4705, -0.6805, 2.4224], [4.6550, -0.9483, 3.5665], [4.7407, -1.0831, 6.0423], [2.6431, -0.9631, 7.3448], [0.4780, -0.7138, 6.1857], [4.7038, -1.0906, 0.1316], [2.9548, -1.2150, -0.0758], [2.3693, -0.1484, -0.4655], [3.2485, 0.8926, -0.6122], [2.9192, 2.2020, -0.9719], [3.9261, 3.1375, -1.0792], [5.2631, 2.8076, -0.8354], [5.6099, 1.5211, -0.4530], [4.5980, 0.5821, -0.3380], [2.4604, -2.1601, 0.1040], [1.8760, 2.4581, -1.1119], [3.6728, 4.1568, -1.3421], [6.0357, 3.5599, -0.9336], [6.6393, 1.2594, -0.2416], [-1.0048, -2.8902, 0.7016], [-2.6741, -2.4298, 0.9896], [-3.3733, -3.0836, 1.9695], [-4.6965, -2.7268, 2.2661], [-5.2695, -1.6724, 1.5302], [-4.5673, -1.0237, 0.5509], [-5.3732, 0.2861, -0.2957], [-3.1636, -1.3039, 0.1494], [-2.4905, -0.7048, -0.7470], [-2.8934, -3.8874, 2.5229], [-5.2581, -3.2449, 3.0355], [-6.2868, -1.3534, 1.7400]], "atomic_forces_ev_per_a": [[0.213, -0.378, -0.187], [0.005, -0.101, 0.061], [0.063, 0.295, -0.160], [0.027, -0.313, 0.471], [0.070, 0.688, -0.342], [0.089, -0.168, 0.218], [-0.012, 0.061, -0.178], [0.006, 0.099, -0.061], [0.215, 0.346, 0.253], [-0.066, 0.029, -0.052], [0.058, 0.033, 0.020], [0.016, -0.020, 0.003], [0.029, 0.014, 0.066], [-0.001, -0.012, 0.000], [0.034, -0.053, -0.005], [-0.103, 0.033, 0.057], [-0.023, -0.022, -0.032], [0.036, -0.001, -0.024], [-0.074, -0.027, 0.010], [-0.007, -0.005, 0.007], [0.004, -0.006, 0.020], [0.009, 0.031, -0.022], [-0.024, 0.007, -0.025], [0.004, -0.005, -0.023], [-0.004, 0.005, -0.004], [-0.011, 0.021, -0.016], [-0.276, 0.095, -0.016], [0.476, 0.108, -0.162], [-0.664, -0.459, 0.122], [0.887, 0.564, 0.060], [-0.207, -0.167, 0.047], [0.035, 0.133, -0.035], [0.017, -0.288, 0.074], [0.174, 0.326, -0.052], [-0.402, -0.469, 0.007], [-0.102, 0.040, 0.022], [0.012, 0.018, -0.006], [-0.036, -0.013, 0.001], [-0.010, 0.026, 0.014], [-0.007, 0.011, -0.009], [0.449, -0.318, 0.039], [-0.514, -0.110, 0.500], [0.138, 0.009, -0.088], [-0.173, -0.164, 0.240], [0.149, 0.123, -0.201], [-0.319, -0.317, 0.450], [-0.089, 0.134, -0.103], [0.637, 0.492, -1.033], [-0.761, -0.337, 0.106], [0.017, 0.011, -0.012], [0.023, 0.020, -0.016], [-0.007, -0.018, -0.002]], "energy_ha": -2663.9439, "homo_lumo_gap_ev": 2.4, "charge": -2, "homo_energy_ev": 1.21}

***

In the order shown, the computed relative energy (zero: lowest compared OMol25 entry of this formula, charge and spin) values come out to 162.55; 54.99 kJ/mol.